# 1
The following is a DFT calculation (wB97M-V/def2-TZVPD) of a molecular structure, C39H35F6N4P2PtSSb.

Geometry (Å):
Pt (0.1670, 0.1133, -0.3239)
N (1.0026, 0.0441, 3.8900)
C (0.9500, 0.4587, 2.6458)
S (1.6586, -0.4901, 1.3700)
N (0.4150, 1.6943, 2.4477)
N (0.1533, 1.9322, 1.1918)
C (0.0817, 3.1920, 0.7535)
C (0.3724, 4.3530, 1.5641)
C (-0.1864, 4.5103, 2.8445)
C (0.0850, 5.6491, 3.5712)
C (0.9572, 6.6121, 3.0648)
C (1.5421, 6.4512, 1.8135)
C (1.2376, 5.3400, 1.0538)
C (-0.2243, 3.2922, -0.6684)
C (-0.5945, 4.5080, -1.2248)
C (-0.9200, 4.5768, -2.5771)
C (-0.8969, 3.4140, -3.3093)
C (-0.5480, 2.2185, -2.6754)
N (-0.2081, 2.1475, -1.4020)
H (1.4403, -0.8334, 4.1364)
H (0.6411, 0.6360, 4.6289)
H (-0.8684, 3.7689, 3.2349)
H (-0.3807, 5.7975, 4.5353)
H (1.1804, 7.4931, 3.6515)
H (2.2299, 7.1939, 1.4345)
H (1.6996, 5.2055, 0.0845)
H (-0.6613, 5.3853, -0.5992)
H (-1.2039, 5.5189, -3.0252)
H (-1.1677, 3.3889, -4.3552)
H (-0.5698, 1.2957, -3.2318)
C (-0.1626, -2.6981, -2.2960)
C (-0.1037, -3.3713, -0.9329)
P (-0.8602, -2.3155, 0.3366)
C (-2.6435, -2.1880, -0.0259)
C (-3.1865, -0.9555, 0.3009)
C (-4.2903, -0.2778, -0.3025)
C (-5.7031, -2.5680, -1.0023)
C (-4.6475, -3.3553, -1.1061)
C (-3.2857, -3.2330, -0.6778)
C (-0.6492, -3.1139, 1.9273)
C (-1.7137, -3.1851, 2.8299)
C (-1.5396, -3.8132, 4.0541)
C (-0.3097, -4.3647, 4.3840)
C (0.7567, -4.2864, 3.4930)
C (0.5953, -3.6550, 2.2721)
P (0.8396, -1.1653, -2.3204)
C (2.5606, -1.6912, -2.2001)
C (2.9783, -2.8109, -2.9280)
C (4.3026, -3.2104, -2.8873)
C (5.2253, -2.4894, -2.1374)
C (4.8255, -1.3605, -1.4393)
C (3.4961, -0.9614, -1.4700)
C (0.6227, -0.5041, -3.9747)
C (1.6784, 0.1947, -4.5637)
C (1.5191, 0.7477, -5.8247)
C (0.3101, 0.6138, -6.4952)
C (-0.7465, -0.0726, -5.9070)
C (-0.5984, -0.6271, -4.6466)
H (-1.1899, -2.4374, -2.5612)
H (0.2167, -3.3620, -3.0744)
H (0.9301, -3.5560, -0.6257)
H (-0.6013, -4.3440, -0.9277)
H (-2.6103, -0.2734, 0.9273)
H (-4.7672, 0.4973, 0.2890)
H (-6.7150, -2.6503, -1.3609)
H (-4.8992, -4.2690, -1.6365)
H (-2.6983, -4.1157, -0.8919)
H (-2.6836, -2.7790, 2.5749)
H (-2.3694, -3.8854, 4.7432)
H (-0.1815, -4.8675, 5.3331)
H (1.7092, -4.7305, 3.7468)
H (1.4362, -3.6042, 1.5914)
H (2.2825, -3.3632, -3.5469)
H (4.6197, -4.0774, -3.4502)
H (6.2600, -2.8016, -2.1131)
H (5.5493, -0.7835, -0.8807)
H (3.2024, -0.0533, -0.9566)
H (2.6282, 0.2890, -4.0520)
H (2.3427, 1.2724, -6.2887)
H (0.1915, 1.0393, -7.4827)
H (-1.6856, -0.1780, -6.4322)
H (-1.4413, -1.1357, -4.1948)
F (-1.9600, -0.1818, -2.1015)
Sb (-3.8241, 0.4593, -2.3422)
F (-4.1103, -1.2646, -3.0746)
F (-5.6214, -1.3098, -0.3241)
F (-5.5997, 0.9990, -2.5452)
F (-3.2241, 1.9797, -1.3683)
F (-3.2681, 1.1771, -3.9698)

Computed properties:
E_tot	-102445.657	eV
lowest unoccupied orbital energy (alpha / beta)	-8.693 / -11.393	eV
⟨S²⟩	8.841
2S+1	6
net charge	+3

=====

# 2
The following is a DFT calculation (wB97M-V/def2-TZVPD) of a molecular structure, C39H36ClN3PdSi2 at a distorted geometry.

Geometry (Å):
C (-1.6554, -0.1645, 2.8864)
C (-2.4126, 0.2256, 1.7385)
C (-2.7301, -0.9605, 1.0192)
H (-2.7341, 1.2399, 1.4955)
C (-2.1447, -2.0633, 1.6985)
C (-1.4785, -1.5782, 2.8523)
H (-0.8920, -2.1541, 3.5565)
H (-1.3492, 0.4777, 3.7015)
H (-3.2959, -1.0066, 0.0891)
H (-2.1362, -3.1000, 1.3706)
Pd (-0.6479, -0.7336, 1.1561)
Si (2.7127, 2.3287, -0.9454)
C (1.1362, 3.3218, -0.9832)
C (1.1092, 4.6668, -1.3931)
H (2.0452, 5.1379, -1.6989)
C (-0.0902, 5.3865, -1.3559)
H (-0.0970, 6.4269, -1.6715)
C (-1.2686, 4.7753, -0.9202)
H (-2.1989, 5.3384, -0.8765)
C (-1.2513, 3.4351, -0.5462)
H (-2.1681, 2.9394, -0.2330)
C (-0.0552, 2.7241, -0.5718)
H (-0.0461, 1.6666, -0.2798)
C (-1.1362, -2.3609, -1.2912)
C (-2.4243, -2.4647, -1.8161)
H (-2.8407, -1.6711, -2.4393)
C (-3.1650, -3.6255, -1.5713)
H (-4.1541, -3.7106, -2.0044)
C (-2.6279, -4.6604, -0.8019)
H (-3.2206, -5.5442, -0.6003)
C (-1.3156, -4.5913, -0.3382)
H (-0.8696, -5.4277, 0.1884)
C (-0.5583, -3.4538, -0.6159)
H (0.4704, -3.3979, -0.2825)
H (2.7016, 1.2788, -1.9699)
Si (-0.0607, -0.8439, -1.6087)
C (0.7759, -1.8033, -3.1139)
C (0.1737, -1.8095, -4.3826)
H (-0.5092, -1.0115, -4.6887)
C (0.4101, -2.8728, -5.2680)
H (-0.1110, -2.8895, -6.2252)
C (1.2972, -3.8891, -4.9180)
H (1.4251, -4.7579, -5.5692)
C (2.0451, -3.7796, -3.7398)
H (2.7921, -4.5387, -3.4923)
C (1.8143, -2.7129, -2.8567)
H (2.4013, -2.5943, -1.9407)
C (-0.7166, 0.5838, -2.6907)
C (-2.0362, 1.0600, -2.7009)
H (-2.7908, 0.6235, -2.0369)
C (-2.4088, 2.0993, -3.5645)
H (-3.4474, 2.4426, -3.5850)
C (-1.4690, 2.7399, -4.3825)
H (-1.7550, 3.5839, -5.0167)
C (-0.1428, 2.3050, -4.3460)
H (0.6149, 2.8177, -4.9486)
C (0.2062, 1.2095, -3.5576)
H (1.2264, 0.8242, -3.6045)
H (3.7025, 3.3461, -0.8571)
Cl (2.8231, 1.1673, 0.7362)
N (1.4067, 0.4515, 5.1952)
C (1.8059, -0.7622, 4.6468)
C (2.5470, -1.6285, 5.4819)
C (3.1004, -2.7740, 4.9333)
C (2.8691, -3.0356, 3.5756)
C (2.0781, -2.1447, 2.8419)
N (1.5313, -1.0370, 3.3703)
C (1.0231, 1.6019, 4.5204)
C (1.1615, 2.8501, 5.1656)
C (0.8159, 3.9997, 4.4651)
C (0.2839, 3.8674, 3.1717)
C (0.0926, 2.5795, 2.6869)
N (0.5333, 1.4787, 3.2961)
H (1.6949, 0.5969, 6.1522)
H (2.6648, -1.3333, 6.5284)
H (3.7077, -3.4444, 5.5374)
H (3.2813, -3.9020, 3.0701)
H (1.8684, -2.3253, 1.7875)
H (1.5525, 2.8493, 6.1867)
H (0.9458, 4.9844, 4.9039)
H (0.0075, 4.7071, 2.5379)
H (-0.4429, 2.4197, 1.7579)

Computed properties:
E_tot	-77236.081	eV
lowest unoccupied orbital energy (alpha / beta)	-5.240 / -9.452	eV
⟨S²⟩	6.052
ΔE to the lowest compared entry with this formula, charge and spin	106.3	kJ/mol
2S+1	5
net charge	+2

=====

Question: Which of these has the highest ⟨S²⟩?
Answer: C39H35F6N4P2PtSSb